[1]
24
Properties=species:S:1:pos:R:3:forces:R:3:lowdin_charge:R:1 method="wB97M-V/def2-TZVPD" charge=0 total_energy_ha=-3443.14394 homo_ev=-9.513 lumo_ev=-1.29
C 5.0090 1.6281 1.6011 0.003 0.208 0.084 0.1745
C 3.9964 1.3688 1.0148 0.548 -0.875 -1.022 -0.2076
C 3.0671 0.7926 0.0227 -0.759 0.248 0.461 -0.8234
I 3.6745 1.3885 -1.9813 0.753 -0.281 0.172 0.9242
C 3.1454 -0.6894 0.0440 0.565 0.715 0.760 -0.2891
N 3.3676 -1.7889 0.2919 -0.329 -0.085 -0.379 0.1955
C 1.5617 1.2366 0.3912 0.762 0.575 -0.581 -0.6266
Br 0.7214 2.1756 -1.1014 -0.505 0.224 0.653 0.7135
C 1.5372 2.1436 1.5567 -0.491 -0.942 -0.117 -0.2961
N 1.3734 2.6876 2.5541 0.174 0.232 -0.169 0.1950
H 5.9250 1.8896 2.0839 -0.240 0.024 0.117 0.0540
H 0.9948 0.3282 0.6012 -0.155 0.264 -0.015 0.0952
C -3.1330 -1.4468 0.7271 0.002 -0.005 0.017 -0.0940
C -2.1379 -0.5215 0.4422 0.031 -0.006 -0.039 -0.0963
C -1.8655 -0.1741 -0.8751 0.044 -0.005 0.008 -0.1183
C -2.5968 -0.7476 -1.9072 0.007 -0.015 0.020 -0.0905
C -3.5940 -1.6701 -1.6225 0.003 0.003 -0.003 -0.0951
C -3.8595 -2.0226 -0.3059 0.008 0.021 -0.005 -0.0953
H -3.3427 -1.7186 1.7538 0.003 0.002 -0.008 0.1013
H -1.5746 -0.0692 1.2508 -0.031 0.005 0.009 0.0961
H -1.0820 0.5457 -1.0956 -0.400 -0.307 0.023 -0.0191
H -2.3885 -0.4747 -2.9343 0.001 -0.006 0.007 0.1013
H -4.1648 -2.1157 -2.4274 0.007 -0.001 0.007 0.1005
H -4.6341 -2.7457 -0.0847 0.000 0.008 -0.001 0.1005

[2]
67
Properties=species:S:1:pos:R:3:forces:R:3:lowdin_charge:R:1 method="wB97M-V/def2-TZVPD" charge=0 total_energy_ha=-17957.89341 homo_ev=-8.924 lumo_ev=-0.06
C 2.8439 2.4701 2.1970 0.518 0.259 -0.699 -0.0914
C 1.7912 2.0700 1.1682 -0.495 0.468 0.925 -0.3177
C 0.7769 1.0463 1.7326 0.855 -0.505 -0.597 -0.5577
C 1.4653 -0.3525 1.6818 -0.620 0.217 0.583 -0.1098
P -0.6777 1.0831 0.5889 -0.349 0.079 0.492 0.7442
P -2.4783 0.4444 1.6286 -0.755 -0.951 0.691 0.2720
N -2.5199 -1.0897 1.7794 0.275 0.373 -0.103 -0.1904
O -2.5863 1.1437 3.0857 0.171 0.481 -0.734 -0.2476
O -3.7448 0.9609 0.7369 0.925 0.751 0.079 -0.2471
H 3.2569 1.6331 2.7494 -0.131 -0.183 0.207 0.0767
H 2.5059 3.2553 2.8604 -0.275 -0.089 0.385 0.0743
H 3.6813 2.9057 1.6508 0.157 0.055 0.033 0.0451
H 2.2971 1.6814 0.2928 -0.175 -0.219 -0.285 0.0787
H 1.2477 2.9676 0.8800 0.136 0.228 -0.217 0.0821
H 0.5472 1.2440 2.7733 -0.297 0.447 0.045 0.0989
H 0.8777 -1.0747 1.1257 0.102 -0.182 -0.204 0.0238
H 2.4663 -0.2535 1.2840 0.137 -0.148 -0.324 0.0722
H 1.5677 -0.7434 2.6888 -0.028 -0.132 0.150 0.0766
H -0.8329 2.4599 0.2743 -0.201 0.010 0.512 -0.0427
H -3.3341 -1.4139 1.2662 0.180 -0.498 0.003 -0.0454
H -2.5275 2.1081 2.9868 -0.004 -0.088 0.331 0.0629
H -3.4915 1.7459 0.2255 -0.388 -0.087 -0.056 0.0606
C 1.1530 0.0810 -3.2352 0.154 -0.163 -0.054 -1.9666
Cl -0.0983 -0.1537 -4.4570 0.173 0.022 -0.008 0.5231
Cl 0.3615 0.3462 -1.6241 0.532 -0.141 -1.460 0.3916
Cl 2.1982 -1.3428 -3.1603 -0.036 0.079 -0.022 0.5011
Cl 2.1275 1.5037 -3.6372 -0.145 -0.003 -0.090 0.4990
C 6.1942 2.7386 -1.1543 -0.042 -0.079 -0.022 -2.0264
Cl 6.6814 1.5777 0.0845 -0.018 0.026 0.020 0.5329
Cl 5.7171 4.2609 -0.3705 -0.265 -0.425 0.052 0.4827
Cl 7.5373 3.0135 -2.2631 -0.040 0.009 0.042 0.5312
Cl 4.8149 2.0985 -2.0522 0.059 0.020 0.117 0.4975
C -5.4821 -1.6264 4.1965 0.093 -0.041 -0.057 -2.0227
Cl -5.5259 -0.5754 2.7788 -0.266 -0.433 0.017 0.5301
Cl -6.8774 -1.2743 5.2265 -0.006 0.017 0.006 0.5209
Cl -5.5443 -3.3159 3.6722 -0.032 0.010 0.003 0.5225
Cl -3.9966 -1.3543 5.1033 -0.013 -0.049 -0.036 0.5292
C -1.1983 -4.1648 -0.6405 -0.054 0.076 0.101 -2.0137
Cl -0.4246 -2.6346 -1.0512 0.055 -0.207 0.056 0.4853
Cl -0.6979 -4.6661 0.9769 -0.024 -0.008 -0.032 0.5384
Cl -2.9517 -3.9533 -0.6761 0.078 0.172 -0.002 0.4836
Cl -0.7202 -5.4020 -1.8162 0.056 0.074 -0.016 0.5116
C -4.9700 -7.4387 -0.5570 0.018 -0.023 -0.047 -2.0489
Cl -6.5243 -6.9684 -1.2559 0.007 0.008 0.006 0.5214
Cl -4.9720 -9.1763 -0.2323 -0.009 0.005 -0.005 0.5246
Cl -3.6738 -7.0540 -1.6944 -0.152 -0.204 0.046 0.4939
Cl -4.7175 -6.5625 0.9561 0.001 -0.022 -0.005 0.5074
C 4.6489 -3.6725 -5.8715 -0.014 0.039 -0.017 -2.0622
Cl 4.3023 -4.1150 -4.1962 0.003 -0.019 0.023 0.5075
Cl 4.8425 -1.9204 -5.9877 -0.002 -0.014 0.005 0.5138
Cl 6.1377 -4.4671 -6.3938 -0.015 0.005 0.008 0.5231
Cl 3.3115 -4.1874 -6.9035 0.009 0.008 0.014 0.5229
C -4.0844 -1.2626 -3.5336 0.017 -0.012 0.060 -2.0468
Cl -3.4257 -2.5829 -4.5055 0.003 0.001 0.011 0.5275
Cl -2.8363 -0.6691 -2.4407 -0.158 0.070 0.077 0.4758
Cl -4.6132 0.0479 -4.5976 -0.002 -0.014 -0.004 0.5263
Cl -5.4610 -1.8509 -2.5932 -0.010 -0.001 -0.012 0.5231
C -5.7004 2.9666 5.2175 -0.063 0.084 -0.024 -2.0451
Cl -5.3343 4.6994 5.2811 -0.009 -0.011 0.003 0.5172
Cl -5.8222 2.4539 3.5308 -0.018 0.385 0.159 0.5092
Cl -4.4155 2.0683 6.0196 0.012 0.007 -0.013 0.5291
Cl -7.2358 2.6601 6.0352 0.021 0.015 -0.017 0.5271
C 8.8285 7.5170 -1.5665 -0.002 0.000 0.020 -2.0444
Cl 8.3695 9.0580 -0.8320 0.006 -0.018 -0.011 0.5216
Cl 10.4521 7.0694 -1.0301 -0.019 0.004 -0.007 0.5226
Cl 7.6799 6.2629 -1.0801 0.377 0.468 -0.123 0.4619
Cl 8.8136 7.6761 -3.3268 -0.001 -0.004 0.017 0.5221